No. 1
The following is a quantum chemistry calculation of a single C27H33NO4 molecule, from the Open Molecules 2025 dataset.

## Properties
DFT total energy ... -38216.617 eV
SMILES ... CCc1ccc(C(=O)COC(=O)[C@H](Cc2ccccc2)NC(=O)[C@H]2CC[C@@H](C)CC2)cc1
HOMO energy ... -9.3 eV
ΔE to the lowest compared entry with this formula, charge and spin ... 2.9 kcal/mol
Total charge ... 0

Atoms and positions in Å:
C -3.72 -3.22 -0.23
H -3.25 -2.92 -1.17
H -4.03 -4.26 -0.31
H -2.98 -3.14 0.56
C -4.92 -2.32 0.07
C -4.49 -0.89 0.17
C -4.18 -0.32 1.40
C -3.74 0.98 1.48
C -3.59 1.75 0.32
C -3.92 1.19 -0.91
C -4.37 -0.12 -0.98
H -4.63 -0.54 -1.94
H -3.85 1.78 -1.82
C -3.09 3.13 0.46
O -3.26 3.80 1.45
C -2.31 3.71 -0.73
H -3.02 4.18 -1.42
H -1.63 4.47 -0.34
O -1.59 2.75 -1.49
C -0.51 2.22 -0.92
O -0.11 2.52 0.18
C 0.16 1.21 -1.83
N 1.44 0.88 -1.25
C 2.43 0.28 -1.95
O 2.33 0.04 -3.14
C 3.66 -0.05 -1.13
C 3.33 -1.01 0.03
C 3.29 -0.30 1.38
C 4.64 0.33 1.74
C 4.44 1.44 2.77
H 3.87 2.26 2.34
H 5.40 1.83 3.10
H 3.90 1.07 3.63
C 5.35 0.86 0.48
C 4.35 1.22 -0.62
H 3.61 1.92 -0.22
H 4.86 1.72 -1.44
H 5.95 1.74 0.74
H 6.03 0.10 0.09
H 5.27 -0.44 2.19
H 2.52 0.48 1.37
H 3.00 -1.01 2.15
H 2.38 -1.51 -0.16
H 4.10 -1.78 0.08
H 4.35 -0.56 -1.82
H 1.52 1.03 -0.26
H 0.32 1.68 -2.81
C -0.72 -0.05 -2.05
C -0.55 -1.05 -0.93
C -0.88 -0.72 0.38
C -0.69 -1.64 1.40
C -0.18 -2.90 1.12
C 0.15 -3.23 -0.19
C -0.04 -2.31 -1.20
H 0.24 -2.57 -2.22
H 0.55 -4.21 -0.41
H -0.03 -3.61 1.91
H -0.94 -1.37 2.41
H -1.27 0.25 0.61
H -1.76 0.26 -2.14
H -0.40 -0.51 -2.98
H -3.50 1.43 2.43
H -4.28 -0.91 2.30
H -5.38 -2.64 1.01
H -5.66 -2.43 -0.73

No. 2
The following is a quantum chemistry calculation of 7 unconnected molecules or ions with the total composition C27H34BF6NO23 at a distorted geometry, from the Open Molecules 2025 dataset.

## Properties
DFT total energy ... -94112.800 eV
SMILES ... CC(=O)OC[C@@H]1C[C@H](B(O)N(C)C)C(=O)O1.O=C1OC[C@@H](F)O1.O=C1OC[C@@H](F)O1.O=C1OC[C@@H](F)O1.O=C1OC[C@@H](F)O1.O=C1OC[C@@H](F)O1.O=C1OC[C@@H](F)O1
HOMO energy ... -9.0 eV
Total charge ... 0

Atoms and positions in Å:
C -3.78 -5.46 -2.27
C -2.28 -5.60 -2.80
O -1.66 -6.66 -2.53
O -1.64 -4.62 -3.61
C -1.81 -3.26 -3.06
C -1.18 -3.08 -1.60
C -2.13 -2.50 -0.42
C -0.95 -1.91 0.49
B -1.27 -1.23 1.92
O -2.51 -1.60 2.61
N -0.32 -0.26 2.61
C 0.20 -1.08 3.78
C -1.07 0.92 3.14
C -0.26 -1.02 -0.67
O 0.08 0.17 -0.67
O -0.19 -1.99 -1.74
H -3.93 -6.16 -1.38
H -4.50 -5.77 -3.10
H -4.04 -4.39 -1.95
H -1.21 -2.58 -3.77
H -2.90 -2.95 -3.14
H -0.75 -4.02 -1.09
H -2.91 -3.19 0.03
H -2.72 -1.58 -0.77
H -0.20 -2.75 0.70
H -2.43 -2.57 2.76
H 0.36 -2.16 3.43
H 1.16 -0.64 4.22
H -0.64 -1.10 4.57
H -2.18 0.93 2.89
H -0.60 1.85 2.66
H -0.95 1.04 4.28
C 2.30 2.29 0.59
C 2.52 3.67 0.06
O 3.83 3.98 0.50
C 4.48 2.79 0.58
O 5.67 2.68 0.65
O 3.61 1.74 0.55
F 1.66 4.55 0.62
H 1.94 2.29 1.63
H 1.61 1.71 -0.02
H 2.47 3.74 -1.03
C -8.35 -4.27 -0.52
C -8.13 -2.88 -1.03
O -6.83 -2.57 -0.59
C -6.17 -3.77 -0.53
O -4.98 -3.88 -0.45
O -7.04 -4.82 -0.57
F -9.00 -2.01 -0.47
H -8.71 -4.28 0.51
H -9.04 -4.84 -1.14
H -8.18 -2.79 -2.12
C 3.18 -3.68 -0.67
C 3.05 -4.14 -2.08
O 2.47 -5.42 -1.95
C 1.73 -5.37 -0.80
O 0.89 -6.16 -0.51
O 2.06 -4.29 -0.04
F 4.27 -4.28 -2.67
H 4.10 -4.03 -0.19
H 3.14 -2.59 -0.58
H 2.41 -3.51 -2.70
C -1.19 8.07 0.17
C -1.16 6.61 0.47
O -2.36 6.13 -0.10
C -2.63 6.97 -1.14
O -3.42 6.72 -2.01
O -1.89 8.11 -1.07
F -1.18 6.38 1.80
H -1.74 8.64 0.91
H -0.20 8.49 0.07
H -0.31 6.07 0.02
C 6.73 -6.62 -0.31
C 7.21 -7.29 0.93
O 6.79 -6.41 1.96
C 5.68 -5.79 1.47
O 4.90 -5.18 2.15
O 5.55 -5.96 0.13
F 8.56 -7.38 0.96
H 7.44 -5.88 -0.69
H 6.51 -7.33 -1.11
H 6.77 -8.28 1.11
C 2.26 12.60 0.92
C 2.14 12.12 -0.49
O 1.56 10.84 -0.34
C 0.82 10.91 0.80
O -0.02 10.11 1.09
O 1.14 12.00 1.55
F 3.36 11.98 -1.06
H 3.18 12.26 1.40
H 2.21 13.69 1.00
H 1.50 12.75 -1.12

No. 3
The following is a quantum chemistry calculation of a molecular structure, C27H34CdFN7O3S2, from the Open Molecules 2025 dataset.

## Properties
DFT total energy ... -74076.575 eV
HOMO energy ... -7.0 eV
ΔE to the lowest compared entry with this formula, charge and spin ... 0.0 kcal/mol
Total charge ... 0

Atoms and positions in Å:
Cd -0.26 -0.39 0.26
C -1.92 4.92 1.88
N -2.23 3.75 1.08
C -3.62 3.32 1.09
C -1.29 2.91 0.57
O -1.59 1.88 0.00
C 0.17 3.31 0.76
O 1.05 2.25 0.48
C 1.96 2.45 -0.56
C 1.47 1.90 -1.90
O 0.53 1.13 -1.97
N 2.17 2.29 -2.99
C 1.76 1.84 -4.31
C 3.37 3.11 -2.92
H -2.68 5.68 1.70
H -1.91 4.69 2.95
H -0.96 5.34 1.60
H -4.26 4.16 0.82
H -3.75 2.52 0.37
H -3.91 2.95 2.08
H 0.38 4.19 0.14
H 0.33 3.60 1.80
H 2.24 3.50 -0.65
H 2.85 1.87 -0.30
H 0.77 1.41 -4.25
H 1.75 2.68 -5.00
H 2.45 1.08 -4.70
H 3.98 2.85 -2.06
H 3.97 2.92 -3.81
H 3.13 4.18 -2.89
C -0.52 1.12 3.68
C 0.81 0.41 3.69
C 1.52 0.32 4.91
C 2.69 -0.37 4.94
C 3.18 -0.97 3.76
C 4.37 -1.74 3.76
C 4.80 -2.30 2.60
C 4.08 -2.11 1.40
C 2.92 -1.36 1.35
S 2.16 -1.11 -0.21
C 2.43 -0.79 2.57
N 1.25 -0.11 2.57
H -0.46 2.06 4.24
H -1.28 0.49 4.15
H -0.85 1.31 2.66
H 1.12 0.80 5.80
H 3.26 -0.47 5.86
H 4.92 -1.87 4.69
H 5.69 -2.91 2.58
H 4.44 -2.55 0.48
C 0.99 -3.63 -4.50
C -0.42 -3.48 -4.05
N -1.43 -4.17 -4.47
N -2.49 -3.66 -3.78
C -2.17 -2.67 -2.91
S -3.15 -1.78 -1.92
N -0.82 -2.56 -3.11
N -0.02 -1.71 -2.36
H 1.04 -4.49 -5.18
H 1.66 -3.80 -3.66
H 1.32 -2.74 -5.03
H -3.41 -4.03 -3.91
H 0.01 -0.78 -2.77
H 0.90 -2.09 -2.20
F -4.75 -2.18 4.28
C -3.81 -1.82 3.38
C -4.12 -0.88 2.42
C -3.14 -0.52 1.51
C -1.85 -1.07 1.53
C -1.60 -2.03 2.51
C -2.57 -2.42 3.43
H -5.11 -0.44 2.40
H -3.39 0.22 0.75
H -0.62 -2.49 2.57
H -2.37 -3.17 4.19

| no. | LUMO level (eV) |
| --- | --- |
| 1 | 0.14 |
| 2 | 0.27 |
| 3 | 0.23 |